No. 1
Entry from OMol25: a 12-piece molecular cluster, C34H83B5F20N8O6 overall at a distorted geometry (ωB97M-V/def2-TZVPD).

Structure (ORCA input):
```
! wB97M-V def2-TZVPD RIJCOSX def2/J DEFGRID3
* xyz 2 1
H -3.00225 3.66452 2.61264
H -1.59749 1.39167 4.87590
H -4.26128 5.58300 -2.50802
C -0.69316 -4.27625 4.95246
H -0.89565 -3.88769 2.83435
H 7.36539 0.99466 2.64377
H 11.86866 -4.05146 1.77844
F -2.47278 -3.62452 2.00908
C 1.86270 -0.55861 -5.18865
C -2.45649 6.82217 -0.13277
H 0.50965 -5.60588 2.29065
C -6.07334 -1.90524 -1.09716
H -2.92230 7.43707 -0.91579
H -6.00326 -1.71420 -0.03396
H 0.41356 1.88997 -0.52239
H 1.65789 2.10230 -3.02813
C 2.30523 2.17013 -3.88666
H -5.60939 -0.67836 3.94622
C 1.07903 -2.38012 -0.43771
H -2.50050 -0.83968 3.91230
F 1.17068 -1.83166 3.12631
F 5.41868 -0.67863 2.00006
O -3.73049 4.93061 0.77885
C -5.57829 1.69929 2.51334
F -2.90626 1.93784 -1.38577
H -6.40832 -1.46458 6.08970
F 1.43837 4.19303 -1.62960
H 2.88526 -0.39478 -5.51439
H -1.57025 -2.65684 5.76395
F -3.75433 0.04110 -0.38789
C -2.52345 1.53267 2.47427
H -3.57258 -3.69202 -4.65351
H -4.19642 -2.87590 -1.14211
H -6.16239 0.75091 2.48570
H -0.02221 0.25056 -3.59832
H 1.30212 0.45557 -8.98664
H -1.69987 0.93290 2.63386
H 3.89555 1.47064 -1.86477
C 4.42061 1.60288 -2.80780
C -2.65808 1.53084 4.90800
F -3.31601 0.17268 -2.61576
B -3.49977 -3.93443 1.02966
C 1.25548 -0.98166 -0.90907
H -1.68381 3.30538 1.53815
H -6.42785 -1.04358 -1.67520
H 0.37746 -3.18615 3.52821
H 7.68839 1.65923 1.02327
N -0.16245 -4.03739 3.56818
H 9.68077 -4.16637 1.14662
H -0.04803 1.63315 -7.22841
C -4.60791 -1.14095 4.20020
H -0.70495 -0.59187 -5.05142
O 3.48599 1.35329 -3.94658
H -4.23115 -1.33313 -1.51901
H -2.08242 4.87751 -1.87160
F -0.60411 -0.87299 2.08702
H -4.69584 -2.12740 3.73206
H 2.02735 -2.88147 -0.64646
H -2.70068 -3.21309 -3.20128
C -3.09639 5.44928 -0.06167
H -5.46420 -2.90127 6.20201
F 4.53252 -1.75770 0.18772
O -5.60846 -2.03762 -3.73753
H 2.59349 3.22547 -3.99011
H -2.49132 -3.26482 4.35814
H 2.02819 1.67226 -1.06798
H -6.29054 2.53196 2.34733
H 2.33800 2.07341 -6.01418
C 8.15606 -2.12488 -0.01985
C 0.56813 0.68307 -7.03707
H 10.38284 -0.63602 1.88882
C 1.37170 1.50408 -0.20420
C -0.33057 0.37867 -4.67127
C 0.79846 -5.09192 3.20162
H 2.48415 -0.16144 -7.77044
H 10.56538 -3.56852 -0.30870
H 7.81650 -2.92404 -0.62301
C 11.49090 -3.04211 1.57240
O -0.08425 -4.88847 5.74337
N 9.33501 -2.18504 0.62672
H 0.40759 -0.16456 0.59541
C -1.95338 -3.58442 5.27960
C -3.49774 -0.39780 3.53505
C -5.40516 -1.84050 6.36256
C -2.16232 2.99870 2.42873
F 3.13849 -0.82437 1.71269
H 0.88944 -2.42679 0.64711
H -5.20263 1.56303 4.64115
F -2.90248 -4.07532 -0.23677
C 1.61213 1.90866 -5.26936
F -0.50730 -0.82140 4.40858
H 9.02280 1.37736 2.13672
F -0.50084 3.25783 -2.18088
H -2.65556 7.23924 0.82006
N 0.89752 0.62711 -5.53162
C 8.05550 0.99879 1.82189
O 1.24669 -0.59174 -2.04124
H 1.63402 -0.70921 -4.14254
H 12.25554 -2.37811 1.09376
H -4.97957 4.24333 -1.48312
H 1.43443 -1.44798 -5.71088
H 2.22144 1.63164 -7.99644
H -2.72149 3.67025 -1.07865
O -4.36892 -1.22835 5.56231
N -4.70351 -2.16471 -1.68991
H 1.99689 -0.25061 0.82318
H -1.25282 2.16803 -3.90997
H 1.84480 -4.73082 3.00932
C -4.16888 4.59160 -2.10794
H -6.77607 -2.59200 -1.33100
H 11.39908 -2.51847 2.49571
H 0.33733 -2.86512 -1.01229
N 1.28375 0.06904 0.11511
C -3.66855 -3.51430 -3.59598
C 10.28829 -3.34007 0.74483
C -1.34241 1.55160 -4.76590
H -2.80100 2.56060 4.96666
F -4.34241 -2.83417 0.91482
N -2.90629 4.61463 -1.30098
H -3.52726 -0.50202 2.42481
H -3.03578 0.99584 5.79614
H 6.62298 -0.58397 0.07409
B 4.40382 -0.69541 1.03908
C 7.54945 -1.00721 0.33979
H -3.93369 3.89291 -2.96949
F 4.31540 0.50743 0.36210
H 5.24788 0.94024 -3.08425
C 1.70786 0.60963 -7.98698
H 1.75665 2.06112 0.63189
H -3.02200 1.17901 1.55409
F 0.83251 0.46672 3.05832
C 9.50561 -1.04740 1.29203
H -2.29264 1.01276 -4.82385
H 0.86812 -5.83175 3.96415
H -4.55714 3.00651 3.86899
F -0.40176 5.53666 -2.27806
C -4.69630 -2.44984 -3.16617
H -1.45477 3.27042 3.16206
H -1.30675 2.14139 -5.68502
B 0.08083 4.40169 -1.56414
H -1.36967 6.70845 -0.30204
H 0.97466 2.80032 -5.49954
F -1.55393 0.04847 -1.15253
B 0.24925 -0.74656 3.21696
H -5.20622 -1.62097 7.40997
H -0.13672 -0.17734 -7.22360
N -3.40403 1.13983 3.62807
H 4.67308 2.71160 -2.77402
H -2.44235 -4.14833 6.04863
F -4.23095 -4.98658 1.43303
H -4.00842 -4.41017 -3.01891
B -2.79638 0.58968 -1.35887
C -4.73484 1.92091 3.73655
N 8.39786 -0.29231 1.12147
H -4.97458 1.66260 1.55553
F -0.41469 4.43199 -0.27855
*
```

Computed properties:
E_LUMO   -2.992 eV
Energy relative to the best compared isomer or geometry (same formula, charge and spin)   0.0 kJ/mol
Orbital gap   10.54 eV

No. 2
Entry from OMol25: C35H103Br3O37P8S5 as an isolated structure at a distorted geometry (ωB97M-V/def2-TZVPD).

Structure (ORCA input):
```
! wB97M-V def2-TZVPD RIJCOSX def2/J DEFGRID3
* xyz 0 1
O -0.02719 3.94516 -1.25195
H 0.05444 6.40712 5.62542
H 7.20406 0.16858 -4.84667
H -1.13975 -2.68856 4.43828
H 7.22189 0.44191 3.09541
H 2.74965 3.36987 7.12805
O -2.25735 4.50158 2.84398
H -3.94048 3.93638 5.08365
H -2.15942 -1.92776 7.94523
C 1.59379 -0.48020 -5.82686
C -3.67441 1.03603 5.53537
S -3.29652 3.44153 2.87485
H 2.52868 0.30128 -2.38318
C -4.22269 2.96738 -2.46958
O 1.64532 5.21978 -2.52158
H -0.76439 1.89578 -3.50655
O 0.88242 -3.17816 -3.09699
H -4.11568 1.83443 6.08494
O -4.41711 -1.73375 3.43985
O 3.05269 -1.22719 -7.84973
H -5.14257 -2.47543 5.20956
H -0.36773 3.60056 -6.17815
O 0.96183 2.42677 7.62988
H 4.28125 3.63380 -5.27014
H -5.31649 3.13875 1.60120
H -5.19702 -6.78861 -0.91687
H -2.77361 1.41781 5.03293
H 5.65414 -1.72074 -2.41768
H 3.21030 -2.50901 5.92293
H -0.38766 -1.97816 8.19314
O 1.54811 4.45833 -8.85684
C -4.23926 -8.09426 1.34677
O -3.55175 0.20213 -3.95988
C -0.29318 5.43008 5.48626
C -4.29211 3.54339 1.42731
C 0.70796 -2.45486 -7.45801
H -0.34902 5.91057 -0.64320
O -0.15273 -1.37550 0.24587
H -4.96074 2.94493 -3.27149
C 6.15758 -4.20978 4.14079
H 2.92963 4.31172 -0.73990
O 1.36248 0.55907 -0.68829
H -4.79591 5.06087 3.99661
C -5.23506 0.06657 1.00823
O -3.48629 -7.06877 1.95674
O 1.75147 -0.32511 1.63199
H 6.86674 -1.04686 -6.11111
C 1.51311 -1.35459 2.63516
H 0.90371 1.13796 3.76652
H -4.17686 -8.96696 1.92338
H 1.65583 -5.55781 -3.24096
H 0.28478 -3.39441 -7.09055
O -4.02583 1.68041 -1.82630
H 3.13785 -0.43065 -0.96413
Br 2.87162 3.17012 1.37942
H -5.29805 3.30808 4.16593
O 2.88403 4.05387 -6.73835
H -5.99437 -1.96531 -2.41325
H 6.01469 0.54828 -6.18119
H -6.32609 -1.67836 4.07412
P -4.10816 -0.18898 3.36993
H -1.37260 2.63239 1.24560
C 0.12386 1.93122 4.04505
H 0.51137 1.76715 -4.79921
H 3.00236 0.50450 -9.47636
H 1.59656 1.47398 -9.89304
H 2.70422 1.64927 6.72564
H -1.89353 -1.26907 -2.81836
O -2.70255 0.09040 3.06171
H 1.24204 -0.86777 3.63927
H -2.40238 -2.73860 5.60018
H -5.01405 -5.04519 -1.44091
H 3.08640 -0.93935 6.67014
H -2.10238 0.98925 0.70128
H 5.64388 -4.73616 3.31635
H 2.36551 -4.06965 -1.19358
O 3.02801 2.28659 -8.50551
H -1.75901 5.04668 -1.14956
P -4.14319 0.33406 -2.61554
O -5.19923 0.38584 2.40629
H -2.00005 -3.94919 0.11798
O -0.65549 4.61301 -3.75008
C 6.40980 -0.23267 -5.57347
H 0.72379 -2.07626 2.34845
H -0.02187 -5.80034 -3.59996
O -2.32057 -4.97512 1.81101
H -5.24867 -7.82059 1.24111
H 6.36164 -2.54583 -3.84934
C 2.68468 1.49836 -9.66259
O 0.80446 -1.06823 6.18537
H 7.04151 -0.97006 -3.15867
O -4.69662 0.47792 4.70365
O -3.46706 -0.61206 -1.58283
C -2.54808 -1.64502 -1.98552
H 3.21209 5.34775 -3.83068
C -5.44135 -2.29413 4.13628
H -0.64163 3.82429 -7.86987
H -3.28413 3.34675 -2.87767
C 0.68274 -5.64639 -2.79899
C 6.71460 -0.50786 3.08956
H -1.14615 -0.42467 8.42777
C -4.49158 3.98577 4.13169
H -1.84418 -1.85121 -1.18934
O 4.57783 0.72717 -3.90171
O 0.27148 4.65295 6.56203
C -0.84696 4.90573 -0.58801
O -3.45898 -5.86398 -0.26679
H 0.13791 4.92835 4.56386
O -1.39944 2.66470 6.66394
H -3.83238 2.96606 0.63351
O -0.06818 1.08469 1.21427
P 2.06618 3.45666 -7.95980
H -1.07766 2.27607 -7.08950
C 2.25352 5.83105 -3.64183
H 0.97677 0.18433 -6.49531
O 1.08490 2.82320 -3.06204
P -3.66575 -5.64299 1.28849
H -0.04431 -1.62107 -7.56350
C -1.29485 -2.65461 5.48599
H 6.14547 -4.71722 5.10181
Br 4.22054 2.31675 -1.51856
H -7.28769 -0.99463 -3.18122
P 6.01145 -1.90665 5.26788
H -3.11056 -2.50170 -2.33894
O 6.94955 -0.93441 4.43515
H 4.25680 -2.12611 7.23991
P 0.03351 3.05561 6.50115
H -5.64499 -0.85247 0.73229
O 6.70488 -2.51894 6.36508
H -0.85258 -3.53991 1.41687
C -1.92915 -3.73808 1.16479
C 3.65294 3.70923 -0.27484
H -3.26117 0.32112 6.26093
H -0.87311 1.45774 4.29337
H -1.38203 5.48379 5.54400
H 2.87839 2.12565 8.38603
C 3.74944 -1.70305 6.41196
H -1.11911 1.96944 -0.32916
S -0.68749 -1.05538 6.16018
H 1.62216 5.76653 -4.54375
O -4.94090 -4.93491 1.53492
H 0.93560 -0.86898 -4.99283
O 4.74879 -1.01865 5.60903
H 5.63440 -0.41769 2.95983
H 2.48217 -1.70524 2.90688
H -4.58311 3.68889 -1.65038
H -5.76031 -1.24924 -4.11497
H 3.27826 1.82146 -10.54534
H -5.63441 0.87464 0.46355
H -4.23087 -0.18096 0.68249
H -2.53595 -2.88794 1.49161
H -5.66022 -3.20440 3.57733
O -5.70793 0.10900 -2.54270
Br 5.17825 4.91011 0.04872
H 1.12601 -3.33109 -0.15654
H -3.97821 -6.26854 -2.12693
C 1.38054 -4.11597 -0.78647
C 2.44281 2.37610 7.41857
H -3.82821 -8.38296 0.35821
H -0.00911 2.57010 3.12778
C 2.17818 -0.29608 -1.51926
O 5.46292 -2.95964 4.23767
H 2.39620 6.90664 -3.39630
O 0.92254 2.50937 -7.39303
H 2.45234 0.12086 -5.54727
C -0.33606 3.09972 -7.10265
H 0.70444 0.86788 -3.24689
C 0.32494 1.79653 -3.71393
C 3.53865 3.03036 -5.85932
H 1.69950 -1.21776 -1.67252
C 6.14663 -1.54780 -3.35871
C -4.51110 -5.97997 -1.22985
C -6.22300 -1.12231 -3.12736
H 2.80687 2.50444 -5.25970
O 0.70953 2.63063 5.13449
P 0.64577 -0.14573 0.59821
H -1.04556 4.56869 0.38153
S 0.27231 -4.15408 -2.10489
H 1.11612 -2.73308 -8.43777
H 0.53457 -6.47805 -2.07318
P 0.41326 4.23976 -2.73800
H 7.17798 -4.05873 3.81921
H -0.88312 -3.55486 5.91363
H 7.03641 -1.19170 2.34727
S 4.99677 -0.60680 -4.45448
C -1.27202 1.74224 0.69534
H -4.43380 4.57768 1.04858
H 1.28470 -5.10604 -0.21204
S 2.25456 -1.88143 -6.75152
C -1.20099 -1.35664 7.84524
H 4.04774 2.32561 -6.52748
*
```

Computed properties:
E_LUMO   -0.059 eV
Orbital gap   8.77 eV

No. 3
Entry from OMol25: C19H42NO2P3Pt as an isolated structure at a distorted geometry (ωB97M-V/def2-TZVPD).

Structure (ORCA input):
```
! wB97M-V def2-TZVPD RIJCOSX def2/J DEFGRID3
* xyz 4 5
C -1.41456 0.67860 2.01376
H -4.94267 -0.82087 -0.96422
H 0.46368 1.50769 -4.57790
H -3.26922 0.91914 -4.14504
N 3.97263 0.99903 2.49580
C -1.42090 4.72017 -2.79908
H 0.91390 -1.27792 1.44261
C 1.62819 2.80293 -1.87072
H 1.53740 -2.69632 0.53108
C -3.82197 0.75322 -3.21058
O 2.19923 1.63395 1.26669
C -1.25157 -2.59013 0.02689
H 1.91747 0.12713 4.00541
H 2.93502 -0.81661 -1.84851
C -3.71682 4.25294 -2.08074
H -4.82964 0.38262 -3.44215
H -4.43911 3.62561 -1.54356
H 2.24116 1.43428 -4.67326
H 0.72833 3.43194 -1.98337
H 1.28482 -0.05866 -4.51812
H -3.76764 -2.23280 -3.58270
H -0.59064 0.00099 2.27747
O -1.87134 2.71306 -1.60544
H -1.97765 2.58024 1.20274
H -2.08140 -2.94842 -0.57643
C 0.61181 -2.67520 -2.07969
C -3.14913 6.32660 -3.25134
H -0.71770 -3.46985 0.40580
H 1.46097 -2.21966 -2.59548
H 4.35508 0.70770 3.39592
C 1.85192 1.15376 3.62144
C 2.65627 1.30398 2.36296
H 0.93288 -3.57704 -1.54409
H -5.13297 5.83108 -2.54064
H -0.13023 2.13070 1.16040
H -1.50710 2.05288 -2.40225
H -2.42523 0.23806 2.01729
P -2.88753 -0.45770 -2.20936
H 3.13837 0.57003 -0.75464
Pt -0.74099 0.21479 -2.34910
C 1.36535 0.99196 -4.21327
C -2.80744 -2.02498 -3.10773
H -3.58541 -1.52566 -0.09982
H -2.03247 -1.91536 -3.87361
H 1.97798 2.80991 -0.82566
P -0.04319 -1.53235 -0.81030
H -1.68612 -2.06277 0.87225
H -3.92430 1.71189 -2.67350
H -1.03054 6.59437 -3.68098
C -1.15901 1.90637 1.50348
H -3.43663 7.29845 -3.64713
H -3.80839 0.20362 -0.07975
H 2.15291 -1.05059 0.25139
C -4.10046 5.48403 -2.62008
C 1.25502 -1.63192 0.46287
C -2.36286 3.87495 -2.18159
H -2.53590 -2.87114 -2.47271
H -0.38951 4.39394 -2.78148
C -3.88326 -0.67883 -0.71719
H 4.59547 1.19215 1.74000
H 2.23096 1.82894 4.39570
P 1.43411 1.04344 -2.37850
H 3.76668 0.63941 -2.36516
H 0.81394 1.41011 3.41558
C 2.93256 0.26620 -1.77836
C -1.81306 5.94229 -3.29500
H -0.14551 -2.91204 -2.83333
H 2.44784 3.21947 -2.47667
*
```

Computed properties:
E_LUMO (alpha / beta)   -10.764 / -16.174 eV
Energy relative to the best compared isomer or geometry (same formula, charge and spin)   376.5 kJ/mol
Orbital gap (alpha / beta)   8.29 / 4.33 eV
Expectation value of S²   6.031